# 1
2 unconnected molecules or ions with the total composition C4H8O2. Source: OMol25; level of theory: ωB97M-V/def2-TZVPD.

Computed properties:
- structure (SMILES) = C=C(C=O)OC.[H][H]
- maximum force (eV/A) = 0.64
- Kohn-Sham gap (eV) = 9.45
- E_tot (a.u.) = -307.57699

Structure (ORCA input):
```
! RIJCOSX wB97M-V def2-TZVPD def2/J DEFGRID3
* xyz 0 1
C -1.73368 -0.73029 0.91777
O -1.34031 0.08401 -0.17002
C -0.01983 0.38263 -0.34347
C 0.31705 0.99372 -1.48495
C 0.82351 0.34513 0.90231
O 2.01624 0.21123 1.03111
H -2.61806 -1.27842 0.58580
H -0.96177 -1.45688 1.20624
H -1.99656 -0.11322 1.78445
H 2.01617 -1.02569 -1.25998
H 1.32982 1.12980 -1.83166
H -0.47982 1.36052 -2.11922
H 2.45304 -0.48679 -1.00178
H 0.19419 0.58424 1.78339
*
```

***

# 2
3 unconnected molecules or ions with the total composition C12H28N3O8S3. Source: OMol25; level of theory: ωB97M-V/def2-TZVPD.

Computed properties:
- maximum force (eV/A) = 7.04
- Kohn-Sham gap (eV) = 8.15
- E_tot (a.u.) = -2434.27452

Structure (ORCA input):
```
! RIJCOSX wB97M-V def2-TZVPD def2/J DEFGRID3
* xyz 1 1
N 3.41881 -0.44512 1.91555
C 3.67414 0.45586 0.74519
C 2.44357 1.48202 0.40613
C 1.08950 1.19551 1.24212
C 0.13900 0.05301 0.54012
C -1.31627 0.14818 1.29864
C -2.34951 1.12729 0.48779
N -3.66838 1.34973 1.20359
S -3.59709 2.93200 2.01458
C -3.91253 0.34253 2.29359
C -3.36467 -1.14917 1.99592
N -2.01596 -1.21402 1.32156
H 3.20742 0.10319 2.77512
H 2.64143 -1.11639 1.71653
H 3.91891 -0.16819 -0.20948
H 4.58616 1.13364 0.99400
H 2.19193 1.30794 -0.71890
H 2.75695 2.60482 0.47751
H 1.25883 0.99209 2.37138
H 0.44900 2.17388 1.20065
H 0.01923 0.28862 -0.59691
H 0.62515 -0.99525 0.65483
H -1.12298 0.57093 2.35380
H -1.79147 2.08643 0.18896
H -2.59843 0.53798 -0.48235
H -2.38135 3.56385 1.65579
H -5.07504 0.25174 2.39244
H -3.55751 0.79131 3.30228
H -3.22861 -1.66616 3.03619
H -4.19299 -1.76601 1.45662
H -1.38392 -1.95452 1.67489
H -2.17939 -1.43874 0.30686
C -7.12374 0.64665 -2.28500
C -6.26383 1.23940 -3.39210
O -4.95590 1.34824 -2.82772
S -4.73489 0.13918 -1.76653
O -4.01806 -0.91749 -2.42827
O -4.30341 0.70869 -0.50563
O -6.28943 -0.31067 -1.62938
H -7.40672 1.40928 -1.55365
H -8.02308 0.16606 -2.67370
H -6.62393 2.21474 -3.72162
H -6.20578 0.56435 -4.25122
C 6.87286 -1.81394 -0.16559
C 6.64977 -2.73033 -1.36084
O 7.24302 -2.05018 -2.46546
S 8.51813 -1.19106 -1.93568
O 9.70677 -1.95895 -2.17196
O 8.36536 0.16474 -2.37663
O 8.17583 -1.26197 -0.34834
H 6.15229 -0.99085 -0.15940
H 6.81670 -2.35179 0.78242
H 5.59193 -2.92004 -1.54824
H 7.17216 -3.68304 -1.23043
*
```

***

# 3
2 unconnected molecules or ions with the total composition C4H12. Source: OMol25; level of theory: ωB97M-V/def2-TZVPD.

Computed properties:
- maximum force (eV/A) = 0.68
- Kohn-Sham gap (spin up / spin down) (eV) = 2.81 / 12.30
- E_tot (a.u.) = -159.51765

Structure (ORCA input):
```
! RIJCOSX wB97M-V def2-TZVPD def2/J DEFGRID3
* xyz -1 2
C -0.34227 1.14879 -1.38265
C 1.17599 1.41842 -1.31529
H -0.88612 1.54596 -0.52870
H -0.79523 1.64924 -2.24496
H -0.48025 0.06872 -1.49058
H 1.72824 0.48474 -1.33981
H 1.51048 2.06919 -2.12380
H 1.50479 1.97664 -0.43840
C 0.19390 -0.85224 1.39402
C -1.04884 -1.75330 1.33273
H -0.00658 0.21828 1.32371
H 0.76629 -0.98684 2.31856
H 0.82619 -1.07492 0.52507
H -1.10995 -2.27988 0.38247
H -1.97152 -1.17893 1.42148
H -1.06512 -2.45386 2.16615
*
```

***

# 4
A molecular structure, C24H31AuClN7O3. Source: OMol25; level of theory: ωB97M-V/def2-TZVPD.

Computed properties:
- maximum force (eV/A) = 2.67
- Kohn-Sham gap (spin up / spin down) (eV) = 7.27 / 3.42
- E_tot (a.u.) = -2137.44277

Structure (ORCA input):
```
! RIJCOSX wB97M-V def2-TZVPD def2/J DEFGRID3
* xyz 2 3
Au 1.86452 -2.37506 1.10961
N 3.15010 -6.35380 1.35511
C 4.42004 -5.84010 1.35074
C 4.27972 -4.48891 1.24300
N 2.94899 -4.18546 1.18024
C 2.27993 -5.32778 1.25319
C 0.83601 -5.32664 1.17986
N 0.19070 -4.19618 0.97085
C -1.13770 -4.50558 0.94292
C -1.29948 -5.84925 1.13710
N -0.03858 -6.35675 1.28451
H 2.92866 -7.33229 1.42409
H 5.29866 -6.45670 1.41198
H 5.03812 -3.72848 1.20448
H -1.89123 -3.75516 0.77587
H -2.18163 -6.46393 1.17318
H 0.17246 -7.32429 1.46252
C -0.82500 -2.16128 3.82051
C 0.65103 -2.41431 4.39993
O 0.59582 -2.40269 5.63532
O 1.53542 -2.59567 3.57001
H -1.37017 -1.50061 4.48767
H -1.29608 -3.14045 3.78833
H -0.68927 -1.75252 2.82663
C -1.23136 5.37473 -0.46152
C -2.05039 4.24786 0.17880
C -2.30212 4.63974 1.64637
C -3.40535 4.16152 -0.54008
C -1.32522 2.86130 0.12370
O -1.98949 1.91305 0.95909
C -1.30118 2.20951 -1.28819
C -0.36336 2.84223 -2.35069
C 0.05032 1.80635 -3.33633
C -0.91311 1.22246 -4.20014
C -0.54749 0.29444 -5.12920
C 0.81122 -0.09243 -5.21680
Cl 1.28110 -1.21283 -6.38428
C 1.78196 0.45351 -4.34350
C 1.39986 1.38259 -3.41940
C 0.09558 2.96386 0.71585
N 0.85158 1.72240 0.62050
C 0.53598 0.50877 1.07844
N 1.50256 -0.34055 0.76058
C 2.40892 0.42947 0.09361
N 2.03758 1.67914 -0.01186
H -1.84214 6.27719 -0.48151
H -0.93950 5.15844 -1.48859
H -0.33739 5.60830 0.11714
H -2.91451 5.54066 1.67163
H -1.37151 4.86653 2.16731
H -2.82817 3.86718 2.20443
H -3.97547 5.06772 -0.34147
H -4.01685 3.32174 -0.19848
H -3.28575 4.08653 -1.62195
H -2.94120 2.05767 0.91764
H -2.32104 2.18198 -1.66890
H -1.00983 1.16930 -1.12810
H 0.52396 3.27721 -1.89489
H -0.89826 3.63261 -2.88326
H -1.94766 1.53438 -4.13904
H -1.27587 -0.13294 -5.80453
H 2.81547 0.14678 -4.42825
H 2.13665 1.81681 -2.75697
H 0.00584 3.22313 1.76924
H 0.67758 3.72569 0.20831
H -0.38107 0.28847 1.59248
H 3.33811 0.05140 -0.29480
*
```

***

# 5
A molecular structure, C12H24B3ClO11. Source: OMol25; level of theory: ωB97M-V/def2-TZVPD.

Computed properties:
- maximum force (eV/A) = 1.11
- Kohn-Sham gap (eV) = 10.27
- E_tot (a.u.) = -1834.26373

Structure (ORCA input):
```
! RIJCOSX wB97M-V def2-TZVPD def2/J DEFGRID3
* xyz 0 1
C 6.52541 0.84224 0.15413
C 5.75931 1.70146 0.81778
C 4.92166 2.77628 0.17601
B 3.43213 2.32838 0.01299
O 2.36895 3.09654 0.48982
B 1.15881 2.47895 0.68894
Cl 0.06641 3.03003 1.93715
O 0.83781 1.37249 -0.07255
B 1.94758 0.54317 -0.18610
C 1.98961 -0.95396 0.29156
O 2.96363 -0.99169 1.35139
O 4.18241 -1.56413 0.87623
O 3.11769 1.13994 -0.62784
H 7.15477 0.13745 0.68049
H 6.56011 0.82685 -0.92979
H 5.73338 1.63760 1.90079
H 4.96550 3.69929 0.75228
H 5.31979 2.96255 -0.82570
H 1.04932 -1.31766 0.70489
H 2.30674 -1.60206 -0.52947
H 4.52695 -0.86616 0.29315
C 0.45899 -6.44998 -4.54331
C 1.20874 -5.83161 -3.38492
O 1.12777 -4.39313 -3.38782
C -0.03605 -3.88644 -2.99018
O -0.99090 -4.50663 -2.60052
O 0.03903 -2.55612 -3.07888
C -1.16100 -1.87043 -2.71283
H 0.82199 -6.04749 -5.48957
H 0.61043 -7.52959 -4.54292
H -0.60850 -6.25136 -4.46849
H 2.27455 -6.03681 -3.46027
H 0.85278 -6.20859 -2.42652
H -1.48088 -2.15543 -1.71239
H -1.95975 -2.07815 -3.42256
H -0.91935 -0.81155 -2.73039
C -3.07476 1.92059 2.86624
C -3.34992 3.39958 2.70481
O -4.62888 3.63981 2.08823
C -5.68772 3.44896 2.87066
O -5.67010 3.14279 4.03511
O -6.78554 3.67100 2.14601
C -8.01185 3.45978 2.85240
H -3.14738 1.41748 1.90084
H -2.07617 1.75771 3.26684
H -3.79342 1.46251 3.54380
H -2.63373 3.85459 2.02541
H -3.29985 3.92674 3.65763
H -8.03990 4.05554 3.76214
H -8.12883 2.40691 3.10363
H -8.79777 3.77176 2.17172
*
```

***

# 6
A molecular structure, C4H5CuO2. Source: OMol25; level of theory: ωB97M-V/def2-TZVPD.

Computed properties:
- maximum force (eV/A) = 1.72
- Kohn-Sham gap (spin up / spin down) (eV) = 7.13 / 6.75
- E_tot (a.u.) = -1945.92620

Structure (ORCA input):
```
! RIJCOSX wB97M-V def2-TZVPD def2/J DEFGRID3
* xyz 1 2
O -2.09127 1.66696 1.07084
C -0.91314 1.18944 1.46435
C 0.01671 0.81159 0.57467
C 0.88973 0.32267 -0.23063
H -2.70025 1.75027 1.81427
H -0.72185 1.10334 2.53770
H 1.61350 0.84306 -0.85853
C 0.93104 -1.37415 -0.54631
O 0.21467 -1.48128 -1.64200
H 0.50849 -1.87360 0.34020
H 2.00869 -1.59270 -0.65367
Cu 0.24368 -1.36561 -3.87089
*
```